No. 1
C16H42B3ClF3O20P5 | ωB97M-V/def2-TZVPD

The net charge is 0. The calculation puts the HOMO-LUMO gap at 7.990 eV.

Positions of all 90 atoms, in Å:
O  3.600  -0.036  4.961
P  3.191  1.271  5.852
Cl  4.987  2.025  6.466
B  2.514  2.453  4.463
O  1.727  3.560  4.736
B  1.406  4.329  3.624
O  1.138  3.729  2.410
B  1.498  2.387  2.506
C  0.590  1.193  2.052
C  -0.910  1.507  2.289
C  -1.452  0.727  3.457
F  -0.861  -0.423  3.823
C  -2.512  1.125  4.147
F  -2.821  0.653  5.334
F  -3.305  2.049  3.613
O  2.731  2.179  3.126
H  2.919  -0.706  5.083
H  1.339  5.512  3.684
H  0.893  0.336  2.648
H  0.774  0.980  0.999
H  -1.096  2.556  2.489
H  -1.460  1.183  1.405
C  -5.522  2.535  6.146
O  -6.688  3.361  6.260
P  -8.108  2.658  6.459
O  -8.086  1.934  7.733
O  -8.073  1.636  5.196
C  -7.428  1.911  3.957
O  -9.641  3.088  6.173
C  -10.055  4.438  6.478
H  -4.764  2.932  6.817
H  -5.725  1.495  6.390
H  -5.141  2.608  5.131
H  -6.692  1.128  3.775
H  -6.939  2.883  3.953
H  -8.175  1.883  3.164
H  -9.512  5.160  5.867
H  -9.898  4.657  7.535
H  -11.114  4.513  6.250
C  0.832  -6.501  2.662
O  1.356  -5.614  1.671
P  1.910  -4.171  2.144
O  3.054  -4.569  2.998
O  0.630  -3.675  3.014
C  -0.725  -3.908  2.634
O  2.372  -2.615  1.838
C  2.970  -2.292  0.564
H  1.294  -7.472  2.494
H  1.046  -6.156  3.670
H  -0.243  -6.606  2.520
H  -1.214  -4.454  3.441
H  -0.800  -4.477  1.708
H  -1.221  -2.946  2.509
H  2.254  -2.448  -0.243
H  3.858  -2.905  0.396
H  3.257  -1.244  0.580
C  -2.362  -3.016  -3.506
O  -1.392  -2.488  -4.414
P  -0.156  -1.622  -3.830
O  0.554  -2.562  -2.939
O  -1.113  -0.602  -2.968
C  -2.369  -0.104  -3.415
O  0.914  -0.416  -4.059
C  1.680  -0.368  -5.291
H  -2.497  -4.065  -3.760
H  -2.046  -2.919  -2.471
H  -3.311  -2.505  -3.659
H  -3.127  -0.383  -2.683
H  -2.644  -0.494  -4.394
H  -2.314  0.984  -3.465
H  1.026  -0.233  -6.152
H  2.264  -1.281  -5.413
H  2.355  0.480  -5.229
C  6.828  0.392  -6.144
O  6.433  1.096  -7.329
P  5.669  0.295  -8.489
O  4.402  -0.187  -7.924
O  6.747  -0.915  -8.652
C  8.155  -0.775  -8.498
O  5.468  0.370  -10.097
C  5.183  1.645  -10.715
H  6.504  0.988  -5.295
H  6.388  -0.601  -6.095
H  7.914  0.323  -6.116
H  8.483  -1.463  -7.720
H  8.442  0.242  -8.234
H  8.635  -1.051  -9.436
H  6.011  2.340  -10.573
H  4.267  2.074  -10.305
H  5.052  1.469  -11.778

***

No. 2
C8H18O | ωB97M-V/def2-TZVPD

The net charge is 0. The calculation puts the HOMO-LUMO gap at 9.888 eV. The SMILES is C/C=C/CCCCC.O.

Positions of all 27 atoms, in Å:
C  -0.095  -2.502  -2.363
C  0.059  -2.266  -0.908
C  -0.871  -1.727  -0.125
C  -0.759  -1.447  1.348
C  -0.915  0.046  1.665
C  0.357  0.856  1.430
C  0.103  2.345  1.280
C  -0.697  2.797  0.044
H  -1.061  -2.198  -2.754
H  0.127  -3.527  -2.680
H  0.636  -1.938  -2.952
H  0.958  -2.555  -0.385
H  -1.821  -1.430  -0.569
H  0.189  -1.837  1.735
H  -1.582  -1.992  1.807
H  -1.345  0.130  2.664
H  -1.693  0.457  1.013
H  0.886  0.446  0.574
H  1.019  0.679  2.255
H  1.040  2.912  1.225
H  -0.371  2.683  2.195
H  -1.661  2.307  -0.070
H  -0.099  2.563  -0.839
H  -0.910  3.857  0.176
O  2.898  0.487  -1.537
H  3.199  1.061  -2.248
H  2.409  -0.209  -1.979

***

Lowest unoccupied orbital energy? In order: -0.58; 0.76 eV.
HOMO energy? In order: -8.57; -9.13 eV.